{"formula": "C6H8", "method": "ωB97M-V/def2-TZVPD", "energy_ev": -6347.5299, "orbital_gap_ev": 8.35, "de_lowest_ev": 3.254, "symbols": ["C", "C", "C", "C", "C", "C", "H", "H", "H", "H", "H", "H", "H", "H"], "coordinates": [[1.19972, -0.74254, -0.47503], [0.93594, -0.02726, 0.86691], [0.60438, 0.60456, -0.50817], [-0.90705, 0.78291, -0.45526], [-1.33867, -0.37519, 0.45307], [-0.29716, -0.38893, 1.54923], [0.63952, -1.64951, -0.68625], [2.25555, -0.81852, -0.72118], [1.81195, 0.27742, 1.43182], [1.22532, 1.40872, -0.89433], [-1.43337, 0.88986, -1.40968], [-2.37629, -0.31821, 0.79214], [-1.24842, -1.34754, -0.06420], [-1.07142, 1.70423, 0.12093]], "mulliken_charge": [-0.64, -0.07, -0.15, -0.51, -0.57, -0.44, 0.17, 0.28, 0.42, 0.35, 0.34, 0.35, 0.19, 0.27]}

=====

{"formula": "C2H7NO2PS2", "method": "ωB97M-V/def2-TZVPD", "energy_ev": -38731.1611, "orbital_gap_ev": [5.07, 5.75], "total_charge": -1, "symbols": ["C", "C", "N", "O", "O", "P", "S", "S", "H", "H", "H", "H", "H", "H", "H"], "coordinates": [[0.49598, 1.50962, 1.35817], [-0.94001, -0.27219, -1.69882], [-0.36761, 0.31560, 1.67479], [-1.61966, 0.31866, 1.72326], [0.34212, -2.44600, -0.82638], [0.62434, -1.27326, -1.90364], [0.47217, -1.05938, 1.81950], [2.07859, -0.06781, -1.11416], [-0.13073, 2.39583, 1.22322], [1.17941, 1.73244, 2.31180], [1.09194, 1.31828, 0.42003], [-0.52029, 0.71081, -2.01209], [-1.20115, -0.41907, -0.60612], [-1.56370, -0.77600, -2.41006], [0.05859, -1.98754, 0.04049]], "mulliken_charge": [-0.51, -0.71, 0.42, -0.52, -0.35, 0.03, -0.21, -0.54, 0.27, 0.21, 0.07, 0.21, 0.03, 0.42, 0.18]}